(1)
The following is a DFT calculation (the ωB97M-V functional and the def2-TZVPD basis) of C2HFNaO2 as an isolated structure at a distorted geometry.

Cartesian coordinates (Å):
1 Na 3.48365 -1.88494 -0.70187
2 F -1.77833 2.29199 -0.43390
3 O 1.92293 -0.11218 0.12385
4 O -1.62766 -0.73437 0.57578
5 C -0.40814 -0.77745 0.54468
6 C 0.66304 -0.20933 0.07394
7 H -2.25550 1.42628 -0.18247

Forces on atoms 1 to 3 (eV/Å):
-0.834 0.860 0.422
-1.915 -3.098 0.884
-0.196 -0.817 -0.636

2S+1: 2
energy relative to the best compared isomer or geometry (same formula, charge and spin): 54.4 kcal per mole
E_LUMO (alpha / beta): -0.0734 / -0.0743 hartree

Mulliken atomic charge list, values in e, 4 entries: Na 0.938; F -0.431; O -0.710; O -0.546

---

(2)
The following is a DFT calculation (the ωB97M-V functional and the def2-TZVPD basis) of C24H23N12O2ReS2 as an isolated structure.

Cartesian coordinates (Å):
1 Re 0.55846 -0.16827 -1.36670
2 S -2.95691 0.12077 -1.60085
3 S 3.70839 0.20539 4.96915
4 O -2.60819 1.46596 -1.97185
5 O -3.38270 -0.77931 -2.61565
6 N 4.71092 -1.03794 -2.44626
7 N 1.13832 0.19969 5.64032
8 N 0.92326 1.88016 -1.74657
9 N 1.09772 -0.07117 0.59066
10 N 2.56590 -0.13688 -2.01013
11 N -1.44192 -0.51223 -1.04503
12 N -2.28652 -2.73263 -0.69126
13 N 2.87922 -2.36931 -2.65526
14 N 4.43280 1.31534 -2.11395
15 N 6.50947 0.35337 -2.21638
16 N -6.62379 0.33986 2.94974
17 N 0.00193 -2.20161 -1.04973
18 C 3.41529 -1.16999 -2.37358
19 C 2.10090 0.08977 4.71808
20 C 0.31637 4.17285 -2.02371
21 C -0.01725 2.85021 -1.78294
22 C 0.69850 0.82715 2.75234
23 C -4.39928 -0.06116 2.13917
24 C 2.02699 -0.91757 1.10764
25 C 0.34801 -3.50974 -0.96836
26 C -3.97046 0.09617 -0.20543
27 C 2.61687 3.52473 -2.15519
28 C 3.17397 1.10124 -2.01198
29 C -1.31613 -1.88549 -0.91850
30 C 2.33714 -0.90385 2.43566
31 C -1.94101 -4.01599 -0.63836
32 C -5.75323 0.25945 1.91985
33 C -0.61526 -4.45671 -0.77722
34 C 5.21265 0.19079 -2.24480
35 C 0.43510 0.78519 1.40731
36 C 1.64106 4.52284 -2.20117
37 C -3.51477 -0.13604 1.08652
38 C 1.67967 -0.01435 3.29531
39 C 2.22828 2.23159 -1.94469
40 C -5.31147 0.41201 -0.44933
41 C -6.18686 0.49362 0.60155
42 H 3.66736 3.73677 -2.30112
43 H 2.53099 -1.58169 0.41791
44 H -6.34198 0.14549 3.89338
45 H -7.22655 0.73215 0.41896
46 H 1.92174 5.55254 -2.38363
47 H 1.40521 0.32785 6.60584
48 H 0.17479 1.54833 3.36587
49 H -7.59222 0.55857 2.79556
50 H 0.16995 0.00928 5.44347
51 H -2.48084 -0.40304 1.27266
52 H 7.12166 -0.43884 -2.35121
53 H 3.11060 -1.55656 2.81698
54 H -4.06551 -0.26557 3.14901
55 H 3.52488 -3.06240 -3.00971
56 H 6.90660 1.27605 -2.11679
57 H -2.74899 -4.71828 -0.46377
58 H -5.66014 0.57964 -1.46171
59 H 1.39708 -3.76053 -1.03834
60 H -0.29897 1.43933 0.95471
61 H -0.47626 4.90762 -2.06549
62 H 1.93073 -2.43231 -2.98378
63 H -0.35759 -5.50407 -0.72173
64 H -1.04396 2.55173 -1.62545

Forces on atoms 1 to 3 (eV/Å):
-0.456 -0.060 0.649
-0.002 0.255 -0.050
0.049 0.027 -0.017

net charge: +3
2S+1: 4
energy relative to the best compared isomer or geometry (same formula, charge and spin): 3.4 kcal per mole
E_LUMO (alpha / beta): -0.3912 / -0.4154 hartree

Mulliken atomic charge list, values in e, 4 entries: Re 1.375; S 1.172; S -0.215; O -0.707

---

(3)
The following is a DFT calculation (the ωB97M-V functional and the def2-TZVPD basis) of C4H7NOS2 as an isolated structure at a distorted geometry.

Cartesian coordinates (Å):
1 S 0.45772 -1.67509 -1.18473
2 S 2.91270 1.18354 1.63317
3 O -1.36189 1.16195 -0.46696
4 N 1.42484 0.34970 1.61682
5 C -1.60005 0.03329 -1.47809
6 C 0.81535 0.66323 0.58141
7 C -0.62475 0.18550 0.40964
8 C -1.04800 -1.03596 -0.55696
9 H -1.92423 -1.83645 -0.14654
10 H 1.23430 -2.13731 -0.19740
11 H 3.27381 1.25352 2.86101
12 H 1.33893 1.30963 -0.21696
13 H -1.26508 0.04764 1.37137
14 H -0.96777 0.63183 -2.33694
15 H -2.66589 -0.13501 -1.88883

Forces on atoms 1 to 3 (eV/Å):
1.059 -1.350 -2.324
0.755 0.135 -2.094
-0.295 -2.649 0.329

energy relative to the best compared isomer or geometry (same formula, charge and spin): 107.6 kcal per mole
E_LUMO: 0.0207 hartree

Mulliken atomic charge list, values in e, 4 entries: S -0.313; S -0.171; O -0.432; N -0.324

---

(4)
The following is a DFT calculation (the ωB97M-V functional and the def2-TZVPD basis) of C33H30F2N6O5S3W as an isolated structure.

Cartesian coordinates (Å):
1 W -0.69910 0.60680 1.18023
2 S 1.37293 1.87360 1.67395
3 S -3.24215 0.27172 2.17587
4 S 2.33890 2.31673 -1.73780
5 F -0.60576 0.16010 4.24261
6 F -0.74465 -1.76559 3.17234
7 O -1.35686 2.20654 2.41113
8 O -3.67585 5.64261 -2.98696
9 O -1.65500 -0.54287 -0.24752
10 O -4.09703 3.81731 -4.26174
11 O -3.10197 -0.71230 -1.92300
12 N -3.10848 -2.30963 1.35174
13 N -3.70636 -2.05761 3.44228
14 N -0.57757 3.18588 2.85632
15 N 0.67128 0.82142 -3.13360
16 N 2.89894 0.44514 -3.52222
17 N -1.42594 2.01641 -0.45684
18 C -3.58254 4.44991 -3.32602
19 C 1.68743 -2.48304 -2.26976
20 C -2.41197 -0.03359 -1.19625
21 C 0.31335 -3.41363 -4.54511
22 C -0.38962 -3.01000 -3.41423
23 C 1.94999 1.13427 -2.84277
24 C -1.18190 4.16378 3.56814
25 C 4.48482 -0.72733 -0.48858
26 C -2.80271 3.56700 -2.31410
27 C 2.37936 -2.89564 -3.41753
28 C -0.20347 -0.47260 3.06959
29 C 0.28400 -2.56057 -2.29311
30 C -2.30007 1.45693 -1.31500
31 C -2.98938 2.18775 -2.26003
32 C -3.35167 -1.42151 2.31928
33 C -1.20991 3.33162 -0.53730
34 C 1.51391 4.22764 3.10842
35 C 5.96872 -3.00547 -1.02408
36 C 3.83019 -1.87532 -0.95348
37 C 2.36893 -1.84942 -1.12586
38 C -3.70805 -3.49915 3.25120
39 C 5.85704 -0.72183 -0.30472
40 C -1.88779 4.13143 -1.43579
41 C 1.69868 -3.35614 -4.53720
42 C 1.60178 -1.13860 -0.26360
43 C -2.99801 -3.65244 1.89864
44 C -0.45592 5.20191 4.06992
45 C 0.76850 -0.48805 0.40284
46 C 4.59517 -3.01473 -1.21397
47 C 0.92716 5.22959 3.83195
48 C 6.60746 -1.85968 -0.57389
49 C -4.08224 -1.44997 4.68900
50 C 0.74607 3.16092 2.59766
51 H -2.24689 4.02677 3.67362
52 H -3.48295 -4.38281 1.25365
53 H 1.52978 6.04300 4.21278
54 H 2.25868 -3.65841 -5.41394
55 H -4.73310 -3.88486 3.23315
56 H -3.16466 -3.98788 4.06120
57 H -1.94833 -3.92404 2.03065
58 H -5.14188 -1.61612 4.90301
59 H -0.03668 1.24451 -2.55678
60 H 0.44166 -0.05702 -3.57404
61 H 0.87641 -0.61423 3.16962
62 H 3.83495 0.53314 -3.16563
63 H -0.27554 -2.21395 -1.43365
64 H -3.65889 1.70241 -2.95620
65 H -1.72883 5.20059 -1.46619
66 H -1.47269 -3.02095 -3.40852
67 H 7.68101 -1.85378 -0.43283
68 H 6.34075 0.18216 0.04416
69 H -0.21532 -3.75982 -5.42392
70 H 2.57352 4.22247 2.89871
71 H 3.45954 -2.83571 -3.44569
72 H -2.62126 -1.98582 0.51794
73 H 6.53979 -3.90391 -1.22427
74 H -0.95478 5.97865 4.62883
75 H 3.90202 0.16714 -0.29975
76 H -3.88653 -0.38273 4.62497
77 H 2.65277 -0.44413 -3.93222
78 H -3.48286 -1.87051 5.49936
79 H 4.10758 -3.92387 -1.54305
80 H -0.45984 3.72944 0.13394

Forces on atoms 1 to 3 (eV/Å):
-0.433 0.177 0.584
-0.075 -0.018 -0.142
0.164 -0.060 -0.119

net charge: -1
2S+1: 2
energy relative to the best compared isomer or geometry (same formula, charge and spin): 8.2 kcal per mole
E_LUMO (alpha / beta): 0.0509 / 0.0611 hartree

Mulliken atomic charge list, values in e, 4 entries: W 1.737; S -0.394; S -0.477; S -0.362

---

- What is the energy relative to the best compared isomer or geometry (same formula, charge and spin) in the fourth record?
  8.2 kcal per mole

---

- Number 3 is which compound?
  C4H7NOS2

---

Please write out number 3 again, unchanged.
The following is a DFT calculation (the ωB97M-V functional and the def2-TZVPD basis) of C4H7NOS2 as an isolated structure at a distorted geometry.

Cartesian coordinates (Å):
1 S 0.45772 -1.67509 -1.18473
2 S 2.91270 1.18354 1.63317
3 O -1.36189 1.16195 -0.46696
4 N 1.42484 0.34970 1.61682
5 C -1.60005 0.03329 -1.47809
6 C 0.81535 0.66323 0.58141
7 C -0.62475 0.18550 0.40964
8 C -1.04800 -1.03596 -0.55696
9 H -1.92423 -1.83645 -0.14654
10 H 1.23430 -2.13731 -0.19740
11 H 3.27381 1.25352 2.86101
12 H 1.33893 1.30963 -0.21696
13 H -1.26508 0.04764 1.37137
14 H -0.96777 0.63183 -2.33694
15 H -2.66589 -0.13501 -1.88883

Forces on atoms 1 to 3 (eV/Å):
1.059 -1.350 -2.324
0.755 0.135 -2.094
-0.295 -2.649 0.329

energy relative to the best compared isomer or geometry (same formula, charge and spin): 107.6 kcal per mole
E_LUMO: 0.0207 hartree

Mulliken atomic charge list, values in e, 4 entries: S -0.313; S -0.171; O -0.432; N -0.324

---

- The highest energy relative to the best compared isomer or geometry (same formula, charge and spin) belongs to which entry?
  C4H7NOS2